Version one
This record from the Open Molecules 2025 dataset describes 2 unconnected molecules or ions with the total composition CH4O3. The level of theory is wB97M-V/def2-TZVPD.

The geometry in XYZ format:
```
8
CH4O3 (wB97M-V/def2-TZVPD)
H -0.90869 0.22539 -0.18653
O -1.09786 -1.15192 -0.28606
O -0.26197 1.11861 -0.20520
H -0.98877 -1.27092 -1.24499
H -0.21760 -1.26695 0.14802
C 0.85776 0.85237 0.42192
H 1.39958 1.77194 0.66888
O 1.21755 -0.27852 0.68395
```

Computed properties:
SMILES: O=CO.O
Net charge: 0

Which charges does natural (NBO) predict for the atoms? In e, they are: number 1, H, carries 0.498; number 2, O, carries -0.918; number 3, O, carries -0.713; number 4, H, carries 0.494; number 5, H, carries 0.521; number 6, C, carries 0.658; number 7, H, carries 0.119; number 8, O, carries -0.659

=====

Version two
This record from the Open Molecules 2025 dataset describes 2 unconnected molecules or ions with the total composition CH4O3. The level of theory is wB97M-V/def2-TZVPD.

The geometry in XYZ format:
```
8
CH4O3 (wB97M-V/def2-TZVPD)
O 2.20866 0.53944 -0.21887
H 1.43236 0.60780 -0.81964
H 2.57632 1.45151 -0.18392
O -0.77321 0.22900 -1.11120
O -1.64833 -1.38541 0.15404
C -1.06127 -0.18044 0.02179
H -1.73564 -1.54778 1.13283
H -0.99888 0.28586 1.02496
```

Computed properties:
SMILES: O=CO.O
Net charge: 0

Which charges does natural (NBO) predict for the atoms? In e, they are: number 1, O, carries -0.959; number 2, H, carries 0.487; number 3, H, carries 0.468; number 4, O, carries -0.582; number 5, O, carries -0.654; number 6, C, carries 0.644; number 7, H, carries 0.483; number 8, H, carries 0.112

=====

Relative energies, in eV, with the most stable structure set to zero: version one 0.000; version two 0.295.

=====

Version one
This record from the Open Molecules 2025 dataset describes 2 unconnected molecules or ions with the total composition CH4O3. The level of theory is wB97M-V/def2-TZVPD.

The geometry in XYZ format:
```
8
CH4O3 (wB97M-V/def2-TZVPD)
O 0.38860 -0.34112 0.97402
C -0.39111 0.12156 1.72984
O -0.86234 -0.56196 2.83509
H -1.03595 1.01030 1.77973
H -0.42685 -1.43421 2.78880
H 1.18520 1.03273 -3.84715
H 0.93513 -0.16425 -4.69768
O 0.66746 0.73574 -4.59279
```

Computed properties:
SMILES: O=CO.O
Net charge: 0

Which charges does natural (NBO) predict for the atoms? In e, they are: number 1, O, carries -0.558; number 2, C, carries 0.647; number 3, O, carries -0.697; number 4, H, carries 0.125; number 5, H, carries 0.484; number 6, H, carries 0.466; number 7, H, carries 0.465; number 8, O, carries -0.931

=====

Version two
This record from the Open Molecules 2025 dataset describes 2 unconnected molecules or ions with the total composition CH4O3. The level of theory is wB97M-V/def2-TZVPD.

The geometry in XYZ format:
```
8
CH4O3 (wB97M-V/def2-TZVPD)
O 0.37429 -0.63962 -0.46609
C 1.37194 -0.74554 0.16968
O 1.90958 0.24795 0.91575
H 2.11365 -1.55524 0.16753
H 1.21459 0.90782 1.06928
H -1.79391 0.44988 -1.15037
H -3.00652 0.41524 -0.30912
O -2.18362 0.91951 -0.39665
```

Computed properties:
SMILES: O=CO.O
Net charge: 0

Which charges does natural (NBO) predict for the atoms? In e, they are: number 1, O, carries -0.574; number 2, C, carries 0.653; number 3, O, carries -0.688; number 4, H, carries 0.114; number 5, H, carries 0.495; number 6, H, carries 0.474; number 7, H, carries 0.461; number 8, O, carries -0.934

=====

Relative energies, in eV, with the most stable structure set to zero: version one 0.161; version two 0.000.

=====

Version one
This record from the Open Molecules 2025 dataset describes a molecular structure, C46H50As3CaI2N4O2S3. The level of theory is wB97M-V/def2-TZVPD.

The geometry in XYZ format:
```
111
C46H50As3CaI2N4O2S3 (wB97M-V/def2-TZVPD)
Ca 1.79856 2.60618 -0.69181
O -0.35752 1.78475 0.36318
S -0.20372 2.52168 1.67895
O -0.10922 1.68824 2.88466
N 1.10112 3.43830 1.41248
C 1.68494 4.36189 2.26680
C 1.16754 4.77704 3.49150
C 1.81233 5.83002 4.14484
C 2.99769 6.30607 3.67289
C 3.52661 5.87891 2.43033
C 4.83524 6.26012 1.99459
C 5.32465 5.73700 0.85900
C 4.51607 4.82370 0.10952
N 3.33872 4.40774 0.51383
C 2.84391 4.94275 1.64143
C -1.64221 3.60601 1.92401
C -2.57748 3.30001 2.93658
C -3.77742 3.91751 2.97845
C -4.09075 4.90490 1.98158
C -3.15250 5.23349 1.01536
C -1.93517 4.52180 0.93983
H 0.31859 4.19638 3.91449
H 1.27612 6.30807 4.97621
H 3.68235 6.95241 4.25879
H 5.44998 6.85788 2.67658
H 6.33708 6.00774 0.48312
H 4.83395 4.54288 -0.84509
H -2.35822 2.43988 3.58201
H -4.49608 3.74670 3.78457
H -5.11832 5.31016 2.00249
H -3.31608 6.02817 0.26304
H -1.20776 4.87046 0.21411
C 0.68562 -3.51648 -0.98690
As -1.13806 -2.55411 -0.76075
C -1.16982 -2.00025 1.18882
C -2.27682 -4.21240 -0.95239
C -3.82383 -4.01527 -1.14249
C -4.29299 -5.20634 -2.05053
C -4.18386 -2.74549 -1.95543
As -3.49201 -0.92909 -1.23286
C -3.55491 0.21160 -2.79556
C -5.10810 0.01135 -0.40040
C -4.54204 -4.02411 0.25377
As -4.84534 -5.88608 0.99609
C -6.50281 -5.32326 1.96106
C -3.69711 -5.87527 2.66911
H 0.68191 -4.40005 -0.29386
H 1.54732 -2.84085 -0.91111
H 0.70554 -3.92208 -2.05873
H -0.59152 -2.67036 1.78568
H -2.15272 -2.00857 1.66462
H -0.79798 -0.95460 1.21507
H -2.02364 -4.78399 -0.04956
H -1.86027 -4.72551 -1.87652
H -3.91480 -5.07614 -3.08456
H -5.39759 -5.30851 -2.04813
H -3.83975 -6.15282 -1.73244
H -5.24328 -2.73338 -2.09723
H -3.69969 -2.75248 -2.93411
H -3.07996 1.12529 -2.56261
H -4.61977 0.36312 -2.98421
H -3.04967 -0.21815 -3.70704
H -4.74607 0.66288 0.44285
H -5.90738 -0.64776 -0.09030
H -5.48360 0.67211 -1.18893
H -5.58628 -3.72012 0.15172
H -4.06515 -3.32843 0.98873
H -7.37823 -5.21991 1.24793
H -6.35614 -4.33709 2.44578
H -6.77637 -6.11021 2.63381
H -2.92938 -6.64972 2.64880
H -4.42744 -6.04957 3.49207
H -3.28709 -4.87663 2.91354
S -0.65508 0.02977 -5.94439
C -1.21920 -1.35489 -6.91512
C -0.39298 -2.42808 -6.78518
C 0.67421 -2.20227 -5.82779
C 0.60119 -0.92879 -5.30007
C 1.49766 -0.51029 -4.22594
C 1.36971 0.61930 -3.40679
N 2.03162 0.74915 -2.24641
C 2.93742 -0.15888 -1.88522
C 3.29338 -1.28108 -2.77782
C 4.39854 -2.11591 -2.51376
C 5.18501 -1.92832 -1.41916
C 4.83884 -0.87529 -0.47758
C 5.50476 -0.68422 0.73893
C 5.01702 0.15938 1.71928
C 3.85895 0.93214 1.38572
N 3.24954 0.83522 0.23016
C 3.66425 -0.05875 -0.70460
C 5.70850 0.28767 2.97261
C 7.00138 -0.14286 3.26723
C 7.28970 0.06280 4.66778
C 6.29560 0.75077 5.35527
S 4.87872 0.95560 4.39642
C 2.61904 -1.34129 -3.99272
H -2.20042 -1.32124 -7.32520
H -0.43326 -3.34576 -7.36783
H 1.33526 -2.96759 -5.42100
H 0.67914 1.42277 -3.68667
H 4.55992 -2.96748 -3.17109
H 6.12828 -2.50676 -1.33709
H 6.38654 -1.32951 0.91811
H 3.39354 1.63653 2.07309
H 7.63247 -0.58360 2.55803
H 8.14730 -0.32518 5.11476
H 6.28398 1.05740 6.42238
H 2.95144 -2.12809 -4.63557
I -0.02504 5.02803 -2.37784
I -4.76885 3.57946 -4.73606
```

Computed properties:
Net charge: +1

Mulliken atomic charge list, values in e, 8 entries: number 1, Ca, carries 1.571; number 2, O, carries -0.370; number 3, S, carries 1.456; number 4, O, carries -0.800; number 5, N, carries 0.323; number 6, C, carries 0.048; number 7, C, carries -0.563; number 8, C, carries -0.796

=====

Version two
This record from the Open Molecules 2025 dataset describes a molecular structure, C46H50As3CaI2N4O2S3. The level of theory is wB97M-V/def2-TZVPD.

The geometry in XYZ format:
```
111
C46H50As3CaI2N4O2S3 (wB97M-V/def2-TZVPD)
Ca -0.18487 0.15946 0.59468
O -1.32389 3.79267 1.93202
S -0.89905 2.43584 2.23762
O 0.47148 2.14924 1.61052
N -1.88765 1.30076 1.67285
C -3.24304 1.39854 1.89647
C -3.80958 2.38621 2.70989
C -5.19548 2.55062 2.72192
C -6.03948 1.79001 1.92373
C -5.52752 0.74774 1.10757
C -6.30645 -0.03664 0.23152
C -5.73069 -1.10074 -0.46803
C -4.39760 -1.41761 -0.20710
N -3.61723 -0.62979 0.55803
C -4.10819 0.49937 1.15024
C -0.68219 2.13579 3.93940
C -0.57904 3.25008 4.75894
C -0.48910 3.03567 6.12897
C -0.50562 1.75319 6.67790
C -0.62204 0.65188 5.82572
C -0.70263 0.83524 4.44047
H -3.15973 3.04392 3.27047
H -5.63152 3.28455 3.37447
H -7.10342 1.95039 1.94923
H -7.35196 0.21469 0.12126
H -6.26672 -1.67192 -1.21046
H -3.93971 -2.29968 -0.65668
H -0.59512 4.24280 4.33428
H -0.40818 3.91570 6.75624
H -0.46161 1.61753 7.74028
H -0.65006 -0.35527 6.21789
H -0.85114 -0.03214 3.79098
C 2.25615 -1.26797 4.18679
As 2.08223 -0.50596 2.36301
C 3.04773 1.18741 2.91215
C 3.58949 -1.56258 1.63529
C 4.23711 -1.25780 0.24077
C 4.75695 0.22605 0.21220
C 3.28885 -1.58164 -0.93288
As 1.76133 -0.38569 -1.31270
C 2.61950 1.21721 -2.17212
C 1.43257 -1.27039 -3.07654
C 5.43617 -2.26032 0.17801
As 6.90813 -2.26864 -1.22294
C 7.99188 -0.71576 -0.57041
C 6.24609 -1.35696 -2.89801
H 3.30058 -1.27077 4.51154
H 1.86372 -2.27904 4.11226
H 1.61918 -0.68776 4.85813
H 4.10021 0.98431 3.13810
H 2.52170 1.59536 3.77622
H 2.98230 1.88311 2.08649
H 3.17234 -2.58707 1.65699
H 4.36125 -1.51202 2.40827
H 3.97601 0.96761 0.37287
H 5.22663 0.43872 -0.74026
H 5.52278 0.33977 0.99045
H 2.81628 -2.56857 -0.79325
H 3.83754 -1.60259 -1.89068
H 3.53273 0.92094 -2.69380
H 2.85386 1.95524 -1.41352
H 1.91106 1.61958 -2.88594
H 2.36155 -1.21924 -3.66521
H 0.65257 -0.72598 -3.60937
H 1.14174 -2.31289 -2.95384
H 5.05432 -3.29143 0.07496
H 6.01690 -2.20466 1.10875
H 8.20737 -0.83921 0.48871
H 7.49590 0.24111 -0.77164
H 8.94045 -0.77081 -1.11533
H 5.52953 -2.00590 -3.39409
H 7.10963 -1.22768 -3.55530
H 5.78496 -0.39678 -2.67801
S -2.48865 5.64195 -3.42522
C -2.15219 7.11607 -2.56852
C -1.61841 6.89765 -1.32772
C -1.47161 5.51906 -1.04855
C -1.90883 4.72650 -2.10195
C -1.89532 3.28587 -2.18560
C -1.19714 2.52597 -1.23528
N -1.16887 1.19135 -1.28821
C -1.82221 0.51333 -2.25565
C -2.55919 1.22249 -3.28794
C -3.22066 0.49504 -4.33279
C -3.18730 -0.86574 -4.37040
C -2.49831 -1.61746 -3.36555
C -2.47907 -3.02610 -3.35162
C -1.78984 -3.70120 -2.31724
C -1.10321 -2.93028 -1.34829
N -1.10450 -1.59066 -1.32130
C -1.77809 -0.93787 -2.29551
C -1.79988 -5.15810 -2.22606
C -2.41150 -6.03881 -3.10302
C -2.24240 -7.39355 -2.71090
C -1.55417 -7.49839 -1.53927
S -1.06373 -5.95998 -0.88654
C -2.56648 2.61233 -3.22434
H -2.36732 8.06707 -3.03270
H -1.34255 7.69977 -0.66665
H -1.08913 5.08664 -0.13661
H -0.67277 3.01348 -0.42346
H -3.70760 1.07326 -5.10498
H -3.68064 -1.41931 -5.14756
H -3.04121 -3.58620 -4.09217
H -0.54096 -3.44406 -0.56949
H -2.93116 -5.72297 -3.98496
H -2.61145 -8.25176 -3.26093
H -1.30473 -8.40674 -1.01733
H -3.10050 3.17705 -3.97120
I -2.02782 -1.82914 1.66062
I -0.24882 -3.72498 2.76745
```

Computed properties:
Net charge: +1

Mulliken atomic charge list, values in e, 8 entries: number 1, Ca, carries 0.373; number 2, O, carries -0.717; number 3, S, carries 1.165; number 4, O, carries -0.546; number 5, N, carries 1.064; number 6, C, carries -0.481; number 7, C, carries -1.013; number 8, C, carries -1.005

=====

Relative energies, in eV, with the most stable structure set to zero: version one 4.120; version two 0.000.